1.
ORCA calculation (ωB97M-V/def2-TZVPD) on C6H10 in the gas phase.

Geometry as XYZ:
```
16
C6H10 ωB97M-V/def2-TZVPD
C 1.239 1.908 0.656
C 0.675 0.748 0.976
C 1.094 -0.580 0.404
C 0.193 -0.995 -0.778
C -1.259 -1.068 -0.392
C -2.148 -0.117 -0.665
H 2.083 1.955 -0.032
H 0.878 2.851 1.057
H -0.184 0.740 1.648
H 2.133 -0.521 0.056
H 1.060 -1.353 1.183
H 0.319 -0.259 -1.581
H 0.531 -1.965 -1.167
H -1.568 -1.939 0.189
H -3.180 -0.180 -0.332
H -1.864 0.774 -1.223
```

The value obtained for the energy above the lowest of the compared OMol25 structures with the same formula, charge and spin is 1.038 eV. Its LUMO energy is 1.25 eV. Its orbital gap is 10.816 eV. The structure (SMILES) is C=CCCC=C.

---

2.
ORCA calculation (ωB97M-V/def2-TZVPD) on 2 unconnected molecules or ions with the total composition C3H8N2O.

Geometry as XYZ:
```
14
C3H8N2O ωB97M-V/def2-TZVPD
C 1.349 0.392 -2.610
C 1.297 -0.466 -1.654
O 1.247 -1.243 -0.788
H 1.976 0.236 -3.466
H 0.766 1.292 -2.578
N 0.255 0.394 1.864
C -0.945 0.539 1.061
N -1.639 -0.672 0.664
H 0.044 -0.065 2.744
H 0.941 -0.172 1.376
H -0.666 1.072 0.146
H -1.650 1.158 1.623
H -1.957 -1.187 1.480
H -1.019 -1.279 0.138
```

The value obtained for the energy above the lowest of the compared OMol25 structures with the same formula, charge and spin is 2.087 eV. Its LUMO energy is 0.82 eV. Its orbital gap is 9.686 eV. The structure (SMILES) is C=C=O.NCN.

---

3.
ORCA calculation (ωB97M-V/def2-TZVPD) on 3 unconnected molecules or ions with the total composition C28H52NO5.

Geometry as XYZ:
```
86
C28H52NO5 ωB97M-V/def2-TZVPD
C -2.213 2.006 -1.590
O -1.155 2.008 -2.527
C -0.575 0.761 -2.825
C 0.938 0.831 -2.676
C 1.626 -0.344 -3.369
C 3.110 -0.449 -3.028
C 3.399 -0.953 -1.616
C 2.754 -2.329 -1.285
C 1.947 -2.230 -0.037
C 0.576 -2.075 -0.012
C -0.071 -1.928 1.205
C -1.564 -1.719 1.190
O -2.099 -1.172 0.274
O -2.172 -2.240 2.267
C 0.647 -1.932 2.398
C 2.014 -2.074 2.359
C 2.891 -2.033 3.570
C 3.631 -0.686 3.684
C 2.602 0.435 3.713
O 1.604 0.355 4.370
O 2.821 1.501 2.925
N 2.600 -2.226 1.147
H -2.958 2.736 -1.901
H -2.699 1.031 -1.516
H -1.852 2.284 -0.595
H -0.806 0.493 -3.863
H -0.971 -0.033 -2.182
H 1.292 1.765 -3.112
H 1.192 0.854 -1.611
H 1.082 -1.263 -3.127
H 1.538 -0.215 -4.449
H 3.652 -1.047 -3.761
H 3.533 0.557 -3.095
H 4.472 -1.032 -1.443
H 3.030 -0.200 -0.914
H 3.535 -3.077 -1.141
H 2.107 -2.668 -2.088
H 0.037 -2.059 -0.947
H -2.852 -1.641 2.612
H 0.144 -1.800 3.343
H 3.627 -2.834 3.501
H 2.265 -2.159 4.448
H 4.315 -0.555 2.843
H 4.203 -0.663 4.610
H 3.685 1.458 2.499
H 3.607 -2.339 1.122
C -5.375 -3.215 2.796
C -6.509 -3.155 3.814
C -6.164 -2.336 5.056
C -4.983 -2.868 5.869
C -5.136 -4.308 6.357
C -6.324 -4.508 7.293
H -4.492 -3.708 3.206
H -5.674 -3.768 1.906
H -5.094 -2.206 2.479
H -6.796 -4.171 4.098
H -7.389 -2.713 3.341
H -7.048 -2.272 5.695
H -5.943 -1.307 4.752
H -4.835 -2.214 6.734
H -4.064 -2.792 5.277
H -4.219 -4.595 6.879
H -5.224 -4.986 5.504
H -6.245 -3.858 8.167
H -6.369 -5.538 7.648
H -7.271 -4.293 6.797
C 4.934 5.912 -5.820
C 4.389 4.873 -4.846
C 3.396 3.902 -5.484
C 2.131 4.552 -6.047
C 1.320 5.360 -5.034
C 0.808 4.518 -3.871
H 4.143 6.555 -6.208
H 5.667 6.555 -5.333
H 5.423 5.431 -6.669
H 3.924 5.378 -3.995
H 5.224 4.296 -4.438
H 3.118 3.143 -4.745
H 3.898 3.362 -6.294
H 1.494 3.765 -6.463
H 2.395 5.198 -6.889
H 0.470 5.809 -5.552
H 1.916 6.192 -4.651
H 0.186 3.694 -4.225
H 0.201 5.118 -3.192
H 1.629 4.098 -3.285
```

The net charge is +1. Its LUMO energy is -4.63 eV. Its orbital gap is 7.004 eV.

---

4.
ORCA calculation (ωB97M-V/def2-TZVPD) on a molecular structure, C22H28N2NiOPSe4Si.

Geometry as XYZ:
```
60
C22H28N2NiOPSe4Si ωB97M-V/def2-TZVPD
Ni -0.059 0.086 0.455
Se 2.476 0.598 -0.512
Se 3.324 -0.126 1.466
Se 2.013 0.795 3.220
Se -0.157 0.116 3.011
C -4.534 0.496 -1.486
N -4.422 -0.224 -0.236
C -3.163 -0.463 0.260
N -3.097 -1.233 1.361
O -2.186 0.079 -0.235
H -5.584 0.609 -1.743
H -4.014 -0.022 -2.299
H -4.085 1.481 -1.354
H -5.126 -0.922 -0.066
H -3.881 -1.745 1.717
H -2.174 -1.400 1.741
C -2.182 2.952 0.900
P -0.642 2.358 0.064
C -1.073 2.481 -1.722
C 0.326 3.911 0.259
C 1.444 3.895 1.083
C 2.211 5.033 1.268
C 1.866 6.207 0.621
C 0.740 6.239 -0.187
C -0.026 5.102 -0.366
H -2.720 3.679 0.293
H -1.882 3.413 1.840
H -2.829 2.108 1.122
H -1.717 3.332 -1.941
H -1.571 1.558 -2.007
H -0.138 2.563 -2.278
H 1.719 2.976 1.584
H 3.082 5.003 1.909
H 2.470 7.097 0.746
H 0.460 7.160 -0.682
H -0.904 5.142 -0.996
C -3.717 -3.713 -1.849
C -2.852 -2.885 -2.547
C -1.666 -2.474 -1.972
C -1.298 -2.889 -0.700
C -2.173 -3.722 -0.016
C -3.372 -4.126 -0.573
Si 0.268 -2.180 0.176
C 1.722 -2.941 -0.840
C 1.898 -2.686 -2.195
C 2.954 -3.233 -2.900
C 3.878 -4.040 -2.257
C 3.737 -4.281 -0.900
C 2.671 -3.736 -0.208
H -4.645 -4.042 -2.302
H -3.110 -2.555 -3.545
H -1.014 -1.812 -2.522
H -1.901 -4.062 0.973
H -4.040 -4.764 -0.007
H 0.316 -3.158 1.368
H 1.196 -2.050 -2.714
H 3.064 -3.023 -3.956
H 4.702 -4.475 -2.810
H 4.464 -4.895 -0.379
H 2.564 -3.939 0.848
```

The net charge is -1. The multiplicity is 3. Its LUMO energy (alpha / beta) is 2.34 / 2.31 eV. Its orbital gap (alpha / beta) is 5.482 / 5.839 eV.

---

5.
ORCA calculation (ωB97M-V/def2-TZVPD) on 2 unconnected molecules or ions with the total composition C10H14NO2.

Geometry as XYZ:
```
27
C10H14NO2 ωB97M-V/def2-TZVPD
C -1.379 -2.537 -0.651
C -1.048 -1.904 -1.860
C -1.338 -2.067 0.675
C -0.213 -0.055 -0.548
C -0.469 -0.673 -1.779
C 0.363 1.137 -0.724
C 0.452 1.271 -2.212
C -0.733 -0.855 0.896
C 0.833 2.180 0.171
C 1.917 1.408 -2.754
N -0.565 -0.667 4.353
O -0.166 0.166 -2.765
O -0.555 -0.058 1.938
H -1.739 -3.466 -0.865
H -1.119 -2.571 -2.818
H -1.770 -2.654 1.467
H -0.144 2.173 -2.544
H 0.612 1.812 1.212
H 0.399 3.115 0.114
H 1.969 2.190 0.104
H 1.929 1.559 -3.754
H 2.311 0.472 -2.325
H 2.421 2.250 -2.241
H -0.806 -1.374 4.901
H -0.704 0.129 4.969
H 0.400 -0.641 4.168
H -0.857 -0.342 2.870
```

The net charge is +1. The value obtained for the energy above the lowest of the compared OMol25 structures with the same formula, charge and spin is 2.423 eV. Its LUMO energy is -4.77 eV. Its orbital gap is 7.702 eV.

---

6.
ORCA calculation (ωB97M-V/def2-TZVPD) on C7H11N in the gas phase.

Geometry as XYZ:
```
19
C7H11N ωB97M-V/def2-TZVPD
C 1.311 1.121 0.501
C 0.203 1.559 -0.305
C -0.877 0.690 -0.724
N -1.976 0.564 0.378
C -1.321 -0.767 0.835
C -0.490 -0.731 -0.346
C 0.959 -1.070 -0.660
C 1.620 -0.305 0.494
H 1.912 1.843 1.024
H -0.084 2.625 -0.184
H -1.153 1.023 -1.694
H -2.724 0.563 -0.269
H -2.159 -1.668 0.823
H -1.050 -0.688 1.911
H -1.182 -1.194 -1.187
H 1.331 -2.130 -0.724
H 1.303 -0.696 -1.714
H 2.704 -0.232 0.175
H 1.673 -0.507 1.667
```

The value obtained for the energy above the lowest of the compared OMol25 structures with the same formula, charge and spin is 4.797 eV. Its LUMO energy is 0.95 eV. Its orbital gap is 9.461 eV. The structure (SMILES) is C1=C[C@@H]2NC[C@@H]2CC1.

---

7.
ORCA calculation (ωB97M-V/def2-TZVPD) on a molecular structure, C2H5INO.

Geometry as XYZ:
```
10
C2H5INO ωB97M-V/def2-TZVPD
I -7.678 10.454 -28.500
O -6.519 10.517 -33.027
C -6.510 10.211 -31.884
N -7.591 9.842 -31.285
C -5.175 9.933 -31.114
H -8.442 10.016 -31.801
H -7.483 10.113 -30.318
H -5.148 8.867 -30.891
H -5.179 10.462 -30.161
H -4.249 10.282 -31.572
```

The net charge is -1. The value obtained for the energy above the lowest of the compared OMol25 structures with the same formula, charge and spin is 1.577 eV. Its LUMO energy is 3.84 eV. Its orbital gap is 7.619 eV.

---

8.
ORCA calculation (ωB97M-V/def2-TZVPD) on a molecular structure, C2H5F3P.

Geometry as XYZ:
```
11
C2H5F3P ωB97M-V/def2-TZVPD
C 0.164 0.566 -0.035
C -0.561 -0.698 0.098
F -3.421 0.832 -1.112
F -3.103 0.823 1.248
F -3.905 -1.115 0.185
P -2.789 -0.050 0.001
H -0.091 1.114 -0.945
H 0.085 1.215 0.837
H 1.228 0.309 -0.151
H -0.578 -1.186 1.065
H -0.525 -1.369 -0.756
```

The net charge is +1. The value obtained for the energy above the lowest of the compared OMol25 structures with the same formula, charge and spin is 0.330 eV. Its LUMO energy is -6.19 eV. Its orbital gap is 11.437 eV.

---

9.
ORCA calculation (ωB97M-V/def2-TZVPD) on a molecular structure, C25H41BF2N6Pd.

Geometry as XYZ:
```
76
C25H41BF2N6Pd ωB97M-V/def2-TZVPD
Pd -1.429 -0.442 1.289
C 0.515 1.524 -4.317
C -0.168 0.529 -3.434
C -1.163 -0.371 -3.761
C -1.432 -1.061 -2.555
N -0.658 -0.607 -1.590
N 0.105 0.366 -2.118
B 1.111 1.123 -1.240
N 0.397 2.021 -0.179
N -0.503 1.616 0.760
C -0.873 2.706 1.430
C -0.194 3.833 0.928
C 0.586 3.357 -0.099
C 1.500 4.163 -0.968
C -1.878 2.721 2.569
C -1.397 1.817 3.709
C -2.017 4.151 3.104
C -3.252 2.248 2.079
N 2.145 0.177 -0.607
N 1.770 -0.784 0.255
C 2.862 -1.430 0.614
C 3.992 -0.877 -0.033
C 3.484 0.144 -0.810
C 4.218 1.068 -1.729
C 2.789 -2.545 1.630
C 3.059 -1.959 3.023
C 1.400 -3.182 1.612
C 3.851 -3.605 1.315
C -2.469 -2.114 -2.244
C -2.836 -2.881 -3.517
C -1.929 -3.078 -1.187
C -3.717 -1.417 -1.684
H 0.107 1.445 -5.326
H 1.593 1.354 -4.369
H 0.367 2.548 -3.968
H -1.613 -0.504 -4.733
H 1.717 1.875 -1.955
H -0.265 4.857 1.253
H 1.446 5.206 -0.651
H 1.222 4.110 -2.022
H 2.538 3.835 -0.891
H -0.425 2.155 4.085
H -1.307 0.788 3.337
H -2.121 1.838 4.532
H -1.066 4.530 3.489
H -2.740 4.156 3.924
H -2.378 4.835 2.331
H -3.177 1.215 1.712
H -3.614 2.894 1.272
H -3.973 2.278 2.904
H 5.027 -1.175 0.037
H 5.281 0.826 -1.704
H 4.097 2.114 -1.440
H 3.870 0.977 -2.760
H 2.299 -1.213 3.261
H 4.042 -1.480 3.062
H 3.024 -2.746 3.784
H 0.607 -2.443 1.768
H 1.330 -3.954 2.385
H 1.195 -3.641 0.642
H 4.861 -3.186 1.348
H 3.688 -4.025 0.320
H 3.797 -4.418 2.045
H -1.955 -3.368 -3.944
H -3.263 -2.220 -4.277
H -3.577 -3.652 -3.287
H -1.044 -3.601 -1.562
H -2.692 -3.820 -0.929
H -1.638 -2.551 -0.275
H -4.115 -0.694 -2.402
H -3.457 -0.894 -0.762
H -4.496 -2.152 -1.456
F -2.414 -3.280 1.489
C -2.482 -1.976 2.120
F -3.918 -1.802 2.209
H -2.248 -2.252 3.161
```

The net charge is -2. The value obtained for the energy above the lowest of the compared OMol25 structures with the same formula, charge and spin is 0.000 eV. Its LUMO energy is 4.54 eV. Its orbital gap is 3.317 eV.

---

10.
ORCA calculation (ωB97M-V/def2-TZVPD) on C4H6O2 in the gas phase.

Geometry as XYZ:
```
12
C4H6O2 ωB97M-V/def2-TZVPD
O -0.217 2.579 -0.943
C 0.249 1.552 -0.516
C -0.548 0.322 -0.177
C 0.175 -0.984 -0.509
O 0.500 -1.523 0.801
C -0.586 0.038 1.336
H 1.335 1.466 -0.267
H -1.552 0.401 -0.606
H -0.417 -1.693 -1.094
H 1.132 -0.831 -1.015
H 0.229 0.604 1.826
H -0.300 -1.931 1.164
```

The value obtained for the energy above the lowest of the compared OMol25 structures with the same formula, charge and spin is 5.122 eV. Its LUMO energy is 0.19 eV. Its orbital gap is 8.956 eV.

---

11.
ORCA calculation (ωB97M-V/def2-TZVPD) on 8 unconnected molecules or ions with the total composition C39H102N6O12.

Geometry as XYZ:
```
159
C39H102N6O12 ωB97M-V/def2-TZVPD
C 4.192 -1.056 3.791
C 3.921 -0.778 5.287
C 3.203 0.544 5.419
O 3.075 -1.788 5.822
H 4.305 -2.124 3.586
H 5.093 -0.542 3.456
H 3.327 -0.698 3.239
H 4.889 -0.709 5.796
H 3.822 1.354 5.020
H 2.926 0.796 6.445
H 2.270 0.589 4.847
H 3.304 -2.617 5.392
C 1.278 2.980 2.636
C 0.378 3.393 1.499
C 0.927 3.134 0.117
O -0.913 2.804 1.536
H 0.794 2.807 3.593
H 1.975 3.797 2.867
H 1.930 2.155 2.346
H 0.234 4.485 1.556
H 0.690 2.109 -0.206
H 2.021 3.127 0.136
H 0.491 3.756 -0.660
H -1.297 2.837 2.420
C -4.625 -6.671 0.690
C -3.799 -5.894 1.711
C -3.745 -6.548 3.058
O -2.463 -5.651 1.269
H -4.799 -6.063 -0.200
H -5.585 -6.952 1.129
H -4.163 -7.615 0.386
H -4.360 -4.948 1.792
H -4.714 -6.725 3.519
H -3.076 -6.014 3.732
H -3.287 -7.540 2.948
H -2.603 -5.217 0.421
C -4.330 -0.443 -1.649
O -3.565 -1.625 -1.758
C -2.540 -1.707 -0.803
C -1.277 -0.995 -1.304
N -0.267 -0.800 -0.304
C 0.688 -1.877 -0.113
C 1.799 -1.368 0.771
O 2.413 -0.358 -0.003
C 3.508 0.258 0.635
H -5.132 -0.581 -0.916
H -4.759 -0.202 -2.621
H -3.688 0.397 -1.365
H -2.319 -2.758 -0.588
H -2.863 -1.265 0.151
H -1.636 -0.026 -1.657
H -0.945 -1.614 -2.156
H 0.259 0.034 -0.529
H 1.195 -2.136 -1.070
H 0.207 -2.818 0.157
H 2.502 -2.141 1.109
H 1.384 -0.924 1.690
H 3.196 0.719 1.572
H 3.870 1.033 -0.045
H 4.346 -0.441 0.747
C -5.843 1.390 -4.489
O -4.804 0.625 -5.056
C -3.703 0.408 -4.174
C -2.828 1.651 -4.093
N -1.561 1.396 -3.462
C -0.629 0.566 -4.165
C 0.752 0.708 -3.600
O 1.235 2.039 -3.737
C 2.479 2.119 -3.094
H -6.696 1.293 -5.159
H -5.572 2.445 -4.381
H -6.134 0.987 -3.509
H -3.178 -0.425 -4.635
H -4.120 0.142 -3.195
H -3.366 2.472 -3.621
H -2.708 1.974 -5.146
H -1.157 2.117 -2.892
H -0.604 0.806 -5.239
H -0.876 -0.496 -4.040
H 1.447 0.051 -4.143
H 0.774 0.426 -2.538
H 2.459 1.754 -2.059
H 2.850 3.140 -3.137
H 3.180 1.467 -3.643
C -1.425 -0.830 3.229
O -1.421 0.260 4.102
C -2.683 0.862 4.301
C -2.485 1.871 5.400
N -1.667 2.969 4.894
C -1.602 4.139 5.773
C -0.232 4.783 5.820
O 0.683 4.002 6.535
C 1.982 4.540 6.487
H -0.415 -1.069 2.902
H -2.012 -0.579 2.339
H -1.793 -1.756 3.694
H -3.451 0.112 4.542
H -3.007 1.330 3.358
H -2.031 1.333 6.245
H -3.446 2.208 5.802
H -0.747 2.532 4.954
H -1.963 3.936 6.789
H -2.266 4.909 5.363
H -0.438 5.751 6.304
H 0.155 4.951 4.806
H 2.633 3.959 7.133
H 1.973 5.591 6.805
H 2.400 4.521 5.470
C 6.259 2.759 1.279
C 6.670 3.982 0.507
C 6.469 3.827 -1.004
O 6.995 2.598 -1.391
C 6.794 2.258 -2.729
N 5.980 5.165 0.980
H 6.773 1.831 1.047
H 5.177 2.563 1.281
H 6.385 2.918 2.360
H 7.765 4.053 0.644
H 6.974 4.671 -1.495
H 5.382 3.924 -1.164
H 5.765 2.062 -3.044
H 7.321 1.308 -2.905
H 7.332 2.886 -3.453
H 6.259 5.443 1.908
H 6.084 5.935 0.333
C -6.461 -1.161 -5.270
C -7.671 -0.703 -4.453
C -7.961 -1.720 -3.335
O -9.106 -1.310 -2.643
C -9.320 -1.984 -1.422
N -7.410 0.625 -3.944
H -6.626 -2.094 -5.805
H -5.561 -1.117 -4.649
H -6.257 -0.383 -6.011
H -8.539 -0.793 -5.113
H -7.075 -1.729 -2.677
H -8.043 -2.718 -3.786
H -8.587 -2.759 -1.195
H -10.328 -2.405 -1.408
H -9.286 -1.267 -0.591
H -6.834 0.621 -3.116
H -8.224 1.207 -3.830
C 5.435 -3.216 -4.463
C 4.814 -2.856 -3.141
C 5.634 -3.436 -2.002
O 5.831 -4.862 -2.058
C 4.705 -5.640 -2.356
N 4.722 -1.403 -3.045
H 6.408 -2.711 -4.494
H 4.835 -2.904 -5.313
H 5.654 -4.278 -4.555
H 3.829 -3.317 -3.004
H 5.263 -3.213 -0.994
H 6.665 -3.065 -2.053
H 4.469 -5.655 -3.422
H 3.822 -5.384 -1.753
H 4.936 -6.665 -2.053
H 5.635 -1.028 -3.276
H 4.445 -1.123 -2.111
```

The value obtained for the energy above the lowest of the compared OMol25 structures with the same formula, charge and spin is 10.620 eV. Its LUMO energy is 0.51 eV. Its orbital gap is 6.751 eV.